This record from the OMol25 dataset describes a cluster of 3 separate species, C19H40FIN2O7 in total at a distorted geometry. The level of theory is ωB97M-V/def2-TZVPD.

Structure (XYZ):
```
70
Properties=species:S:1:pos:R:3:lowdin_charge:R:1
C -8.003 -0.854 2.645 -0.076
C -6.889 -0.688 1.408 -0.244
F -7.587 -0.167 0.195 -0.101
C -6.270 -2.188 1.165 -0.159
C -5.315 -2.422 2.484 -0.164
C -3.769 -2.222 1.978 -0.732
I -3.094 -0.231 1.307 0.942
C -2.519 -2.775 2.883 -0.303
N -2.675 -2.594 4.376 -0.036
N -3.823 -2.968 0.628 -0.049
C -5.123 -2.422 0.004 -0.269
O -5.370 -2.147 -1.307 -0.023
H -7.643 -0.278 3.622 0.091
H -9.067 -0.464 2.349 0.090
H -8.096 -2.003 2.931 0.085
H -6.102 0.099 1.824 0.112
H -7.111 -3.007 1.053 0.169
H -5.504 -1.796 3.459 0.116
H -5.425 -3.531 2.877 0.139
H -1.569 -2.123 2.570 0.075
H -2.252 -3.881 2.581 0.127
H -3.573 -2.135 4.644 0.061
H -2.485 -3.465 4.918 0.075
H -4.123 -3.978 0.774 0.135
C 3.842 -2.244 -0.053 -0.105
O 2.934 -1.514 -0.860 -0.241
C 3.438 -1.220 -2.167 -0.178
C 2.396 -1.498 -3.245 -0.164
O 2.067 -2.879 -3.441 -0.124
C 1.354 -3.534 -2.385 -0.169
C -0.066 -3.011 -2.133 -0.184
O -0.037 -1.712 -1.550 -0.215
C -1.021 -0.834 -2.074 -0.120
H 4.578 -1.567 0.383 0.086
H 3.272 -2.718 0.751 0.092
H 4.340 -3.037 -0.622 0.089
H 4.340 -1.802 -2.376 0.126
H 3.703 -0.161 -2.175 0.093
H 2.815 -1.162 -4.201 0.130
H 1.492 -0.905 -3.101 0.110
H 1.948 -3.544 -1.471 0.106
H 1.269 -4.581 -2.696 0.126
H -0.575 -3.674 -1.423 0.123
H -0.622 -3.017 -3.077 0.124
H -1.119 -0.937 -3.160 0.089
H -0.705 0.192 -1.866 0.086
H -1.982 -1.015 -1.587 0.040
C 2.620 1.425 -0.229 -0.096
O 3.597 2.403 0.086 -0.198
C 4.671 2.463 -0.859 -0.179
C 5.004 3.902 -1.236 -0.170
O 4.002 4.585 -2.000 -0.126
C 2.775 4.898 -1.328 -0.169
C 2.896 5.910 -0.181 -0.188
O 3.570 5.338 0.936 -0.208
C 4.485 6.227 1.560 -0.111
H 2.962 0.441 0.096 0.076
H 1.703 1.681 0.309 0.096
H 2.388 1.416 -1.299 0.086
H 4.427 1.898 -1.762 0.107
H 5.538 1.996 -0.385 0.125
H 5.890 3.876 -1.882 0.127
H 5.296 4.495 -0.369 0.108
H 2.270 3.985 -1.010 0.107
H 2.129 5.343 -2.094 0.126
H 1.893 6.195 0.156 0.124
H 3.410 6.805 -0.548 0.121
H 5.052 6.806 0.824 0.085
H 5.199 5.629 2.133 0.089
H 3.952 6.894 2.241 0.085
```

- Electronic energy: -1781.3796 Ha
- SMILES string: C[C@H](F)[C@@H]1C[C@@](I)(CN)NC1=O.COCCOCCOC.COCCOCCOC


This record from the OMol25 dataset describes a structure of composition C19H40HfNP3S at a distorted geometry. The level of theory is ωB97M-V/def2-TZVPD.

Structure (XYZ):
```
65
Properties=species:S:1:pos:R:3:lowdin_charge:R:1
Hf -0.085 -0.183 -1.184 1.265
P -1.644 1.895 -0.532 0.716
P -2.052 -1.575 0.356 0.770
P 1.879 1.509 -1.600 0.691
H -0.739 -3.340 -1.638 0.067
C 0.150 -2.745 -1.926 -0.075
C 1.123 -2.257 -0.970 -0.194
H 1.089 -2.469 0.122 0.090
C -2.758 2.153 -1.966 -0.229
C -2.802 2.032 0.889 -0.229
C -0.897 3.564 -0.318 -0.223
C -1.901 -3.360 0.800 -0.215
C -2.423 -1.061 2.097 -0.226
C -3.679 -1.388 -0.485 -0.235
C 3.495 0.717 -1.958 -0.233
C 2.432 2.643 -0.247 -0.221
C 1.647 2.684 -3.013 -0.227
H 0.450 -2.961 -2.997 0.073
H 2.173 -2.032 -1.258 0.089
H -3.383 3.040 -1.788 0.091
H -3.400 1.269 -2.097 0.048
H -2.144 2.305 -2.866 0.055
H -3.263 3.029 0.900 0.089
H -2.237 1.923 1.826 0.058
H -3.605 1.289 0.836 0.043
H -1.683 4.286 -0.058 0.088
H -0.402 3.902 -1.235 0.048
H -0.185 3.544 0.517 0.043
H -2.883 -3.795 1.030 0.090
H -1.286 -3.434 1.708 0.069
H -1.415 -3.946 0.017 0.031
H -3.254 -1.642 2.527 0.098
H -2.680 -0.004 2.172 0.008
H -1.536 -1.225 2.724 0.043
H -4.445 -2.079 -0.102 0.087
H -3.544 -1.585 -1.557 0.052
H -4.059 -0.360 -0.396 0.032
H 4.031 1.317 -2.702 0.083
H 3.374 -0.298 -2.352 0.013
H 4.093 0.666 -1.036 0.074
H 3.174 3.351 -0.644 0.094
H 2.897 2.070 0.569 0.057
H 1.597 3.214 0.170 0.014
H 2.617 2.868 -3.497 0.081
H 1.263 3.647 -2.649 0.055
H 0.950 2.299 -3.772 0.024
C 1.403 -1.155 -5.725 -0.489
C 0.860 -0.510 -6.859 -0.082
C 1.179 -0.955 -8.139 -0.016
C 1.994 -2.087 -8.313 0.006
C 2.468 -2.771 -7.197 -0.025
C 2.157 -2.329 -5.906 -0.093
S 1.081 -0.580 -4.003 0.772
H -0.264 -0.111 -4.048 -0.054
H 0.157 0.316 -6.754 0.115
H 0.762 -0.415 -8.989 0.137
H 2.206 -2.474 -9.308 0.139
H 3.064 -3.676 -7.332 0.137
H 2.466 -2.909 -5.038 0.108
C 1.188 0.001 3.303 0.036
C 0.786 0.133 1.943 -0.090
N 0.517 0.159 0.798 -0.045
H 0.455 0.468 3.978 0.139
H 2.168 0.480 3.454 0.139
H 1.307 -1.059 3.589 0.143
```

- Electronic energy: -2271.3755 Ha
- Net charge: +4


This record from the OMol25 dataset describes a cluster of 4 separate species, C19H40N3O4 in total at a distorted geometry. The level of theory is ωB97M-V/def2-TZVPD.

Structure (XYZ):
```
66
Properties=species:S:1:pos:R:3:lowdin_charge:R:1
C 6.275 -0.885 0.242 -0.092
C 5.789 -0.224 -1.061 -0.198
C 4.285 0.057 -1.112 -0.201
O 3.569 -0.830 -1.985 -0.110
C 3.422 -2.119 -1.512 -0.169
N 2.078 -2.305 -0.882 0.122
C 1.138 -1.342 -0.877 -0.322
N -0.029 -1.396 -1.658 0.110
C -0.624 -0.024 -1.593 -0.099
C 0.513 0.810 -0.960 -0.088
N 1.177 -0.235 -0.166 0.158
H 7.143 -0.380 0.658 0.075
H 6.537 -1.934 0.099 0.071
H 5.495 -0.867 1.008 0.066
H 6.315 0.725 -1.177 0.094
H 6.056 -0.814 -1.938 0.125
H 3.871 0.055 -0.099 0.097
H 4.112 1.050 -1.527 0.117
H 4.213 -2.403 -0.815 0.130
H 3.431 -2.805 -2.359 0.144
H 1.836 -3.234 -0.571 0.158
H -0.666 -2.000 -1.135 0.149
H -0.842 0.412 -2.561 0.126
H -1.494 0.010 -0.940 0.104
H 1.210 1.021 -1.775 0.124
H 0.264 1.724 -0.436 0.135
H 1.994 -0.013 0.386 0.148
C -4.597 -0.860 2.186 -0.164
C -5.692 -0.031 1.522 -0.168
C -4.883 1.058 0.831 -0.189
O -3.623 0.463 0.479 -0.171
C -3.493 -0.799 1.141 -0.225
H -4.908 -1.874 2.422 0.105
H -4.269 -0.380 3.110 0.121
H -6.224 -0.636 0.786 0.112
H -6.421 0.366 2.223 0.113
H -4.694 1.900 1.503 0.119
H -5.356 1.438 -0.075 0.118
H -3.616 -1.595 0.394 0.114
H -2.491 -0.874 1.572 0.108
C -9.670 -2.195 3.508 -0.164
C -9.381 -3.406 2.623 -0.165
C -8.060 -3.006 1.979 -0.205
O -7.376 -2.193 2.935 -0.175
C -8.273 -1.828 3.990 -0.196
H -10.354 -2.404 4.327 0.114
H -10.091 -1.384 2.910 0.115
H -9.248 -4.298 3.237 0.115
H -10.160 -3.610 1.890 0.114
H -8.226 -2.418 1.069 0.115
H -7.431 -3.862 1.728 0.118
H -8.004 -2.388 4.891 0.119
H -8.158 -0.763 4.198 0.115
C 6.621 4.717 -2.503 -0.169
C 8.121 4.997 -2.486 -0.166
C 8.680 3.654 -2.039 -0.198
O 7.783 2.654 -2.542 -0.153
C 6.586 3.281 -3.009 -0.210
H 6.053 5.399 -3.134 0.113
H 6.217 4.774 -1.489 0.112
H 8.469 5.236 -3.492 0.117
H 8.408 5.812 -1.824 0.114
H 8.714 3.579 -0.947 0.117
H 9.677 3.456 -2.429 0.119
H 6.577 3.245 -4.102 0.121
H 5.723 2.722 -2.637 0.095
```

- ΔE to the lowest compared entry with this formula, charge and spin: 135.0 kJ/mol
- Net charge: +1


This record from the OMol25 dataset describes a cluster of 3 separate species, C19H40NO8P2S in total at a distorted geometry. The level of theory is ωB97M-V/def2-TZVPD.

Structure (XYZ):
```
71
Properties=species:S:1:pos:R:3:lowdin_charge:R:1
C 3.614 1.641 -0.695 -0.057
C 2.307 1.328 -1.429 -0.248
O 1.498 0.527 -0.585 -0.259
C 0.398 -0.117 -1.250 -0.306
C 0.566 -1.663 -1.207 -0.569
S 2.188 -2.265 -0.715 0.894
C 0.255 -2.350 -2.604 -0.750
O 0.357 -1.575 -3.568 -0.036
O -0.015 -3.535 -2.549 0.004
O -0.419 -2.127 -0.233 0.028
C -1.366 -1.210 -0.034 -0.533
O -2.457 -1.477 0.443 0.071
C -0.853 0.168 -0.395 -0.480
P -0.400 0.919 1.260 0.933
N 0.303 -0.427 2.042 -0.142
O -1.960 0.952 1.864 -0.356
P -2.094 1.155 -1.389 0.894
O -1.646 2.651 -0.844 -0.325
O -3.489 0.881 -0.613 -0.288
H 3.898 2.690 -0.827 0.068
H 3.496 1.465 0.377 0.077
H 4.439 1.030 -1.074 0.056
H 1.772 2.261 -1.662 0.122
H 2.524 0.806 -2.367 0.104
H 0.354 0.269 -2.269 0.126
H 2.130 -1.851 0.558 -0.131
H 0.580 -0.153 2.979 0.034
H -0.294 -1.249 2.124 0.050
H -2.333 0.058 1.954 0.038
H -2.378 3.121 -0.427 0.052
H -3.383 0.584 0.302 0.023
C 6.979 -0.847 -4.027 -0.116
C 5.572 -0.262 -3.942 -0.267
C 4.521 -1.265 -3.469 -0.243
C 4.324 -2.475 -4.381 -0.218
C 3.939 -2.130 -5.820 -0.268
C 2.614 -1.379 -5.906 -0.108
H 7.029 -1.670 -4.742 0.062
H 7.701 -0.092 -4.346 0.063
H 7.300 -1.226 -3.054 0.072
H 5.289 0.148 -4.916 0.099
H 5.583 0.584 -3.248 0.091
H 3.565 -0.752 -3.349 0.074
H 4.792 -1.621 -2.471 0.095
H 3.541 -3.102 -3.946 0.113
H 5.233 -3.086 -4.388 0.098
H 3.864 -3.062 -6.388 0.100
H 4.735 -1.548 -6.299 0.091
H 1.807 -1.958 -5.457 0.061
H 2.347 -1.166 -6.945 0.065
H 2.659 -0.425 -5.378 0.065
C -3.572 2.829 4.157 -0.108
C -3.783 2.173 5.518 -0.268
C -4.030 0.667 5.426 -0.228
C -5.284 0.268 4.645 -0.227
C -6.588 0.860 5.177 -0.271
C -6.919 0.422 6.601 -0.116
H -4.451 2.725 3.518 0.068
H -3.374 3.897 4.268 0.068
H -2.726 2.379 3.639 0.047
H -4.611 2.660 6.043 0.094
H -2.896 2.338 6.135 0.102
H -4.080 0.251 6.436 0.098
H -3.164 0.198 4.950 0.106
H -5.363 -0.824 4.648 0.111
H -5.167 0.556 3.597 0.100
H -7.401 0.554 4.514 0.103
H -6.552 1.952 5.129 0.097
H -7.001 -0.666 6.663 0.073
H -7.869 0.847 6.929 0.065
H -6.155 0.743 7.310 0.063
```

- Electronic energy: -2485.7097 Ha
- Net charge: -1


This record from the OMol25 dataset describes a cluster of 9 separate species, C19H40O11 in total at a distorted geometry. The level of theory is ωB97M-V/def2-TZVPD.

Structure (XYZ):
```
70
Properties=species:S:1:pos:R:3:lowdin_charge:R:1
O 10.356 50.820 -0.419 -0.011
C 9.587 49.910 0.277 -0.328
C 9.110 50.241 1.508 0.011
C 8.395 49.306 2.335 0.036
C 8.243 47.965 1.915 -0.282
O 7.520 47.036 2.611 0.087
C 8.821 47.643 0.665 -0.016
C 9.441 48.563 -0.148 -0.019
H 11.215 50.350 -0.828 0.179
H 9.268 51.037 1.934 0.024
H 8.158 49.562 3.313 0.077
H 7.060 47.359 3.242 -0.071
H 8.416 46.605 0.327 0.155
H 9.838 48.458 -1.104 0.091
O 8.800 49.792 8.351 0.084
C 8.182 49.162 9.320 -0.312
C 8.780 49.503 10.637 -0.002
C 8.112 49.044 11.766 -0.059
C 6.915 48.384 11.719 -0.329
O 6.222 48.168 12.853 0.072
C 6.318 48.069 10.447 0.019
C 6.916 48.571 9.277 -0.004
H 9.361 50.450 8.499 0.039
H 9.785 50.082 10.811 0.146
H 8.794 49.172 12.651 0.132
H 5.313 48.162 12.777 0.065
H 5.372 47.616 10.550 0.098
H 6.360 48.508 8.404 0.073
C 5.891 48.267 5.210 -0.158
O 5.548 47.358 4.226 -0.186
H 6.987 48.461 4.990 0.087
H 5.733 47.792 6.198 0.075
H 5.277 49.193 5.325 0.091
H 4.590 47.596 3.856 0.108
C 2.678 51.331 7.024 -0.169
O 2.097 50.527 6.095 -0.058
H 3.221 51.113 7.686 -0.038
H 1.871 51.472 7.732 0.099
H 2.828 52.388 6.678 0.122
H 2.684 50.613 5.371 0.037
C 2.398 47.055 6.562 -0.082
O 2.539 45.895 5.678 -0.189
H 1.413 47.288 6.557 0.047
H 2.796 47.799 6.003 0.015
H 2.909 46.694 7.474 0.109
H 2.578 46.289 4.707 0.098
C 6.143 44.625 5.922 -0.135
O 4.925 44.572 6.779 -0.199
H 6.255 43.551 5.554 0.090
H 6.934 45.154 6.402 0.046
H 5.928 45.239 4.928 0.089
H 4.284 44.962 6.072 0.063
C 2.512 48.647 2.906 -0.099
O 3.047 47.353 3.189 -0.106
H 2.241 49.429 3.657 0.080
H 1.627 48.747 2.223 0.113
H 3.246 49.339 2.619 0.056
H 2.994 46.644 2.592 0.091
C 5.152 47.741 0.027 -0.164
O 5.141 46.558 0.813 -0.058
H 5.358 48.627 0.419 0.002
H 3.979 47.996 -0.270 0.120
H 5.538 47.861 -1.065 0.104
H 5.742 46.596 1.465 -0.026
C 10.636 47.237 6.973 -0.138
O 9.507 47.259 6.118 -0.092
H 11.136 47.995 7.127 -0.032
H 11.247 46.361 6.515 0.125
H 10.348 46.963 8.056 0.107
H 8.966 47.971 6.318 0.004
```

- Electronic energy: -1575.1044 Ha
- SMILES string: Oc1ccc(O)cc1.Oc1ccc(O)cc1.CO.CO.CO.CO.CO.CO.CO


This record from the OMol25 dataset describes a structure of composition C19H41CdN2OP2 at a distorted geometry. The level of theory is ωB97M-V/def2-TZVPD.

Structure (XYZ):
```
66
Properties=species:S:1:pos:R:3:lowdin_charge:R:1
Cd -0.367 0.027 -0.018 1.058
P 0.148 2.302 0.884 0.942
P 0.588 -2.065 -1.079 0.933
N 1.668 0.619 -1.214 -0.315
C 1.674 2.927 -0.094 -0.278
H 1.414 3.865 -0.599 0.079
H 2.439 3.174 0.666 0.071
C 2.271 1.924 -1.097 -0.404
H 2.139 2.332 -2.121 0.100
H 3.384 1.933 -0.917 0.112
C 2.739 -0.351 -1.561 -0.373
H 3.284 -0.849 -0.667 0.106
H 3.481 0.048 -2.282 0.110
C 1.958 -1.465 -2.267 -0.319
H 2.615 -2.300 -2.568 0.082
H 1.437 -1.087 -3.186 0.089
C -0.392 -3.073 -2.267 -0.570
C -1.391 -2.170 -2.999 -0.135
H -0.908 -1.339 -3.524 0.056
H -2.125 -1.755 -2.296 0.044
H -1.933 -2.766 -3.742 0.088
C 1.517 -3.192 0.056 -0.549
C 0.618 -3.679 1.207 -0.132
H 1.244 -3.848 2.092 0.084
H 0.122 -4.625 0.965 0.066
H -0.156 -2.955 1.488 0.044
C 0.553 2.637 2.673 -0.552
C -0.690 2.501 3.560 -0.127
H -0.362 2.448 4.605 0.086
H -1.246 1.575 3.363 0.073
H -1.352 3.370 3.470 0.068
C -1.189 3.478 0.362 -0.580
C -2.565 2.943 0.778 -0.136
H -3.334 3.564 0.302 0.087
H -2.716 3.004 1.861 0.064
H -2.735 1.902 0.478 0.033
C -1.124 1.253 -2.241 -0.036
O -1.133 1.719 -3.302 0.069
C 2.219 -4.328 -0.707 -0.106
H 2.007 -4.349 -1.785 0.061
H 3.306 -4.223 -0.592 0.086
H 1.944 -5.306 -0.290 0.082
C 1.342 3.927 2.948 -0.108
H 1.132 4.270 3.970 0.088
H 2.421 3.741 2.918 0.078
H 1.108 4.733 2.244 0.057
C -1.008 4.927 0.822 -0.108
H -1.842 5.520 0.420 0.090
H -1.046 5.036 1.913 0.074
H -0.079 5.374 0.451 0.075
C -1.107 -4.226 -1.566 -0.110
H -1.752 -3.866 -0.750 0.065
H -1.745 -4.732 -2.298 0.085
H -0.409 -4.977 -1.172 0.068
H 0.330 -3.471 -3.002 0.114
H -1.122 3.463 -0.741 0.083
H 2.292 -2.533 0.490 0.095
H 1.226 1.795 2.907 0.089
H 3.584 -0.059 2.884 0.007
H 4.031 0.217 2.362 0.011
C -4.810 -2.390 -0.183 -0.044
C -3.578 -1.737 0.216 -0.254
N -2.614 -1.176 0.554 0.080
H -4.613 -3.453 -0.406 0.099
H -5.264 -1.827 -1.022 0.107
H -5.528 -2.375 0.645 0.098
```

- ΔE to the lowest compared entry with this formula, charge and spin: 143.6 kJ/mol
- Net charge: +1


Q: Number 1 is which compound?
A: C19H40FIN2O7


Q: Which formula does entry 6 have?
A: C19H41CdN2OP2